{
  "formula": "C6H7Cl17",
  "method": "ωB97M-V with the def2-TZVPD basis set",
  "symbols": ["C", "Cl", "Cl", "Cl", "H", "C", "Cl", "Cl", "Cl", "H", "C", "Cl", "Cl", "Cl", "H", "C", "Cl", "Cl", "Cl", "H", "C", "Cl", "Cl", "Cl", "H", "C", "Cl", "Cl", "H", "H"],
  "positions_angstrom": [[3.40147, -0.54767, 2.73833], [2.30734, -0.47720, 4.21618], [4.24931, 1.00244, 2.65566], [2.42219, -0.86596, 1.29225], [4.17511, -1.30673, 2.85423], [-1.41976, -4.20974, 3.46104], [-2.84921, -4.44635, 4.39809], [-0.36482, -5.61979, 3.40726], [-0.46504, -2.85264, 4.09904], [-1.72440, -3.98013, 2.43998], [-2.78843, 4.16096, 0.30316], [-1.05515, 4.29369, -0.04135], [-3.75705, 4.45326, -1.16499], [-3.30915, 5.05752, 1.71128], [-3.02222, 3.13460, 0.58605], [3.80236, -0.89989, -2.04127], [2.14012, -0.39691, -2.33595], [3.82038, -2.50693, -1.37364], [4.61943, 0.24344, -0.90832], [4.39715, -0.88239, -2.95453], [-0.96502, -0.68335, -0.54903], [-1.55304, 1.03448, -0.65154], [-1.25133, -1.51051, -2.13670], [-1.73896, -1.62748, 0.70568], [0.11379, -0.68888, -0.39332], [-1.89972, 1.89461, -4.04966], [-2.72061, 3.15769, -5.06241], [-0.17003, 2.25287, -3.62540], [-2.40653, 1.91318, -3.08484], [-1.98816, 0.90380, -4.49531]],
  "atomic_forces_ev_per_a": [[0.50, 1.20, 1.62], [0.60, -0.53, -1.68], [-0.31, -0.43, -0.34], [0.08, 0.11, 0.07], [-0.55, -0.20, -0.01], [0.49, 0.16, -0.46], [-0.44, -0.21, 0.36], [-0.15, -0.25, -0.04], [-0.07, 0.26, -0.11], [0.20, 0.02, 0.22], [-0.47, -1.00, -0.08], [-0.31, 0.21, 0.13], [0.28, 0.22, 0.37], [0.09, 0.56, -0.12], [0.41, 0.08, -0.29], [-0.64, 0.22, 0.86], [0.50, 0.14, -0.23], [0.23, -0.21, -0.04], [-0.41, -0.37, -0.13], [0.00, 0.11, -0.11], [-0.53, 0.17, -1.08], [0.53, -1.38, 0.41], [0.23, 0.50, 0.60], [0.03, 0.37, 0.17], [-0.33, 0.23, 0.01], [-0.30, 0.71, 0.51], [0.85, -0.92, 0.54], [-0.73, -0.14, -0.61], [-0.01, -0.02, -0.30], [0.23, 0.38, -0.22]],
  "multiplicity": 2,
  "e_homo_ev": [-12.95, -12.91],
  "total_charge": 1,
  "s2": 0.755
}


{
  "formula": "C6H7Cl2NOS",
  "method": "ωB97M-V with the def2-TZVPD basis set",
  "symbols": ["C", "C", "C", "C", "C", "C", "N", "O", "S", "Cl", "Cl", "H", "H", "H", "H", "H", "H", "H"],
  "positions_angstrom": [[-1.95975, 1.25091, -2.95141], [-1.69375, 1.23757, -1.61927], [-0.10302, 0.95688, -1.13866], [1.81821, -0.99252, 0.89190], [-0.73897, -1.21769, 1.25173], [0.54577, -0.38970, 1.31842], [-2.10987, 1.35215, -4.10834], [1.65756, 1.88936, 0.58778], [0.29004, 1.37112, 0.59316], [-2.88470, 1.23333, -0.37719], [1.10279, 1.02030, -2.32448], [1.71609, -1.60099, -0.01447], [2.50801, -0.24680, 0.66339], [2.19845, -1.86200, 1.47272], [-0.56030, -1.41009, 0.15303], [-1.58210, -0.52669, 1.40433], [-1.00317, -2.03481, 1.90578], [0.79871, -0.03033, 2.29160]],
  "atomic_forces_ev_per_a": [[-0.68, 0.43, -3.36], [6.37, -1.50, 4.14], [-5.91, 1.54, -1.78], [-0.35, -3.15, -1.68], [0.42, 1.94, -2.13], [-0.64, 0.58, 1.75], [0.17, -0.28, 1.71], [0.56, 0.71, -0.06], [-0.03, -1.83, -0.19], [0.23, 0.11, -0.69], [-0.30, -0.14, 0.39], [-0.43, 0.51, -0.67], [1.62, 1.07, 0.09], [-0.12, 1.24, 0.79], [-1.67, -0.99, 0.91], [0.12, -0.15, -0.45], [1.00, -0.56, 0.00], [-0.37, 0.49, 1.21]],
  "e_homo_ev": [-9.28, -9.04]
}


{
  "formula": "C6H7Cl2P",
  "method": "ωB97M-V with the def2-TZVPD basis set",
  "symbols": ["C", "C", "C", "C", "C", "C", "P", "Cl", "Cl", "H", "H", "H", "H", "H", "H", "H"],
  "positions_angstrom": [[0.52703, -0.65736, 0.04589], [-1.36720, 0.89540, 0.49463], [-0.76720, -0.39189, 0.20505], [1.68959, 0.26566, 0.04754], [1.63571, 1.43522, -0.88383], [-1.70078, -1.51897, 0.15325], [-0.65591, 2.43560, 0.74680], [1.88563, 0.88290, 1.74754], [1.19083, 1.09737, -2.53375], [0.80509, -1.75666, -0.15420], [-2.43160, 0.73923, 0.63707], [2.56878, -0.40394, -0.08794], [2.17593, 2.43639, -0.77619], [-2.37078, -1.38999, -0.69216], [-2.20300, -1.66773, 1.13420], [-0.98213, -2.40122, -0.08388]],
  "atomic_forces_ev_per_a": [[0.59, -1.87, -0.92], [0.70, 1.56, 0.38], [0.70, 0.90, 0.14], [0.64, -0.21, 0.43], [-0.22, 1.62, -0.07], [1.26, -2.39, -0.15], [-0.48, -1.86, -1.00], [0.49, 0.07, 0.02], [0.18, 0.07, 0.71], [-0.37, 1.88, 0.41], [-0.26, 0.63, 0.18], [-0.18, 0.83, -0.14], [-0.69, -1.94, 0.13], [-0.46, -0.16, 0.19], [0.04, -0.02, -0.83], [-1.94, 0.89, 0.52]],
  "e_homo_ev": [-8.06, -8.35]
}


{
  "formula": "C6H7ClN2",
  "method": "ωB97M-V with the def2-TZVPD basis set",
  "symbols": ["C", "C", "C", "Cl", "C", "C", "N", "C", "N", "H", "H", "H", "H", "H", "H", "H"],
  "positions_angstrom": [[-2.94154, 0.16053, -0.14291], [-1.53194, 0.52203, 0.16718], [-0.47487, -0.29934, 0.16084], [-0.94118, -1.97622, -0.19410], [0.91823, -0.00578, 0.15499], [1.65373, 1.11099, -0.26665], [2.97440, 0.81516, -0.35404], [3.05920, -0.44665, -0.01681], [1.85252, -0.95273, 0.24470], [-3.48933, 1.13578, -0.65674], [-2.97714, -0.84472, -0.75793], [-3.52340, 0.03259, 0.79843], [-1.45850, 1.53158, 0.62620], [1.22631, 2.13245, -0.18223], [4.01557, -0.95761, -0.01728], [1.63795, -1.95804, 0.43634]],
  "atomic_forces_ev_per_a": [[-1.60, 0.45, -1.43], [0.10, 0.94, 1.33], [-2.26, 0.01, -0.58], [0.88, -0.33, 0.02], [0.75, 1.60, -1.00], [-1.51, 0.91, 1.34], [-0.21, 0.67, 0.34], [1.11, 0.38, -0.72], [0.30, -3.98, 1.06], [1.40, -2.74, 0.88], [-0.40, 2.44, 1.03], [0.35, -0.15, -0.55], [0.56, -0.56, -0.76], [0.65, -0.75, -0.85], [-0.48, -0.36, 0.13], [0.37, 1.47, -0.26]],
  "e_homo_ev": -8.21,
  "smiles": "C/C=C(\\Cl)c1cnc[nH]1"
}


{
  "formula": "C6H7ClN2O2",
  "method": "ωB97M-V with the def2-TZVPD basis set",
  "symbols": ["C", "N", "C", "C", "C", "C", "Cl", "C", "N", "O", "O", "H", "H", "H", "H", "H", "H", "H"],
  "positions_angstrom": [[2.17874, -0.94655, -0.68436], [1.16446, -0.01300, -0.31749], [1.15255, 1.37309, -0.31945], [-0.08567, 1.80714, 0.10908], [-0.89145, 0.71379, 0.49984], [-2.27877, 0.77447, 0.88329], [-3.25131, 0.81796, -0.69370], [-0.05927, -0.51104, 0.08259], [-0.38792, -1.91202, 0.09061], [-1.48695, -2.15867, 0.47662], [0.39903, -2.74972, -0.30229], [3.05633, -0.34985, -0.63096], [2.32668, -1.63917, 0.07051], [2.08814, -1.57535, -1.64359], [1.86884, 2.07464, -0.58816], [-0.34641, 2.79820, 0.16403], [-2.66003, 1.62173, 1.33292], [-2.78697, -0.12564, 1.47050]],
  "atomic_forces_ev_per_a": [[1.59, 0.36, -2.02], [-1.97, -0.09, -0.33], [-2.15, -2.01, 0.56], [0.28, -2.95, 0.69], [3.29, -2.98, -1.81], [-2.76, -3.70, -0.24], [-0.07, -0.14, 0.12], [-1.38, 4.49, 1.38], [0.76, 1.18, -0.27], [-2.00, -0.45, 0.81], [0.38, -0.26, -0.20], [1.19, 0.32, -0.77], [-0.02, -1.36, 1.50], [-0.22, 1.60, 1.24], [1.87, 0.19, -0.67], [-0.63, 2.09, 0.23], [0.08, 2.00, 1.12], [1.75, 1.70, -1.33]],
  "e_homo_ev": -9.01,
  "smiles": "Cn1ccc(CCl)c1[N+](=O)[O-]"
}


{
  "formula": "C6H7ClN2S",
  "method": "ωB97M-V with the def2-TZVPD basis set",
  "symbols": ["C", "N", "C", "C", "S", "C", "C", "N", "C", "Cl", "H", "H", "H", "H", "H", "H", "H"],
  "positions_angstrom": [[-2.43934, -0.96575, 0.24665], [-1.11492, -0.73921, -0.11165], [-0.01912, -1.34905, 0.65387], [1.10748, -0.65480, 0.31818], [2.85260, -0.66019, 0.42896], [2.97077, 1.06567, -0.12013], [1.75394, 1.42166, -0.55549], [0.79749, 0.49556, -0.42278], [-0.73860, 0.55564, -0.50405], [-1.22648, 1.91216, 0.77705], [-2.33424, -1.92645, 0.82789], [-2.78956, -0.03110, 0.62885], [-3.06482, -1.30907, -0.49195], [0.05648, -2.34763, 1.06458], [3.95376, 1.40596, -0.40589], [1.41417, 2.39444, -0.84463], [-1.17961, 0.73218, -1.48946]],
  "atomic_forces_ev_per_a": [[0.48, -1.83, 2.01], [3.69, 0.01, -0.16], [1.53, 1.01, -1.19], [-0.40, 0.57, -0.15], [0.24, 0.08, 0.40], [-0.40, -1.74, -0.40], [0.64, 1.51, 0.26], [-4.51, -1.95, -0.18], [2.81, -0.99, 0.19], [-0.23, 0.05, -0.41], [-0.90, 1.50, 0.63], [-1.01, -0.01, 1.33], [-1.35, -0.29, -2.54], [-0.88, 0.15, -0.07], [-0.19, 0.44, 0.38], [0.25, 0.39, -0.54], [0.23, 1.10, 0.43]],
  "e_homo_ev": -6.98,
  "smiles": "CN1C=C2SC=CN2[C@@H]1Cl"
}


{
  "formula": "C6H7ClNO2P",
  "method": "ωB97M-V with the def2-TZVPD basis set",
  "symbols": ["C", "C", "C", "C", "C", "C", "N", "O", "O", "P", "Cl", "H", "H", "H", "H", "H", "H", "H"],
  "positions_angstrom": [[-2.03469, -1.70230, 0.29807], [-1.41110, -1.94591, -0.81160], [-1.40826, -0.96883, 1.27481], [-0.14798, -1.32987, -1.13544], [-0.09562, -0.45539, 1.09680], [0.49451, -0.62128, -0.14565], [3.86184, 1.82754, 0.98654], [2.57347, -0.00184, -1.96914], [2.56902, 1.81723, 0.83346], [2.10641, 0.04059, -0.55197], [3.47198, -1.03087, 0.48681], [-3.01956, -2.06748, 0.42996], [-2.02576, -2.34732, -1.61033], [-1.86376, -0.85228, 2.31747], [0.39612, -1.34084, -2.16609], [0.41953, 0.19918, 1.78140], [4.35637, 1.74742, 0.07069], [4.12486, 0.96478, 1.48522]],
  "atomic_forces_ev_per_a": [[-1.14, 0.64, 3.51], [2.67, 0.72, -5.88], [1.58, 1.21, 3.37], [-0.20, -0.87, -1.51], [-1.75, -0.08, -0.16], [0.08, -0.92, -0.39], [-0.29, -1.68, -1.20], [-0.71, -0.24, 0.10], [0.88, 2.07, 1.59], [0.04, 0.03, -2.33], [0.29, -1.23, 0.80], [-0.81, -0.28, 0.33], [0.52, -0.52, -0.19], [0.47, 0.01, -1.75], [-1.44, -0.42, 1.86], [-0.21, -0.20, 0.62], [-0.25, 0.93, 0.47], [0.27, 0.83, 0.75]],
  "multiplicity": 3,
  "e_homo_ev": [-7.17, -9.68],
  "s2": 2.007
}


{
  "formula": "C6H7ClO4",
  "method": "ωB97M-V with the def2-TZVPD basis set",
  "symbols": ["O", "C", "O", "C", "C", "Cl", "C", "C", "C", "O", "O", "H", "H", "H", "H", "H", "H", "H"],
  "positions_angstrom": [[-0.64085, 3.86764, 0.91073], [-0.80851, 2.51583, 0.89510], [-1.06319, 1.87325, 2.22509], [-0.94833, 0.43401, 1.87386], [-1.11977, 0.28910, 0.24949], [-2.87415, -0.25027, -0.10611], [-0.26455, -1.02339, -0.24614], [0.96464, -0.43674, -1.39749], [2.29510, -1.52882, -1.62434], [2.36630, -0.11722, -0.78362], [-0.82007, 1.61861, -0.30403], [-0.06076, -0.14227, 2.38200], [-1.96183, -0.02795, 2.26638], [0.35226, -1.55817, 0.59197], [-0.89627, -1.74982, -0.92698], [0.56220, 0.20464, -2.39780], [2.86967, -1.50523, -2.64326], [2.04810, -2.46319, -0.96484]],
  "atomic_forces_ev_per_a": [[-1.14, -9.97, -0.96], [0.35, 7.31, 1.69], [1.67, -0.89, -5.82], [-2.70, -1.09, 0.67], [0.87, -1.56, 1.50], [0.98, 1.09, 0.14], [2.33, 1.60, -3.01], [2.73, -1.92, -0.13], [-3.61, 3.80, 1.46], [-3.23, -3.53, -2.92], [-0.37, 0.00, 4.62], [-1.38, 1.61, -1.33], [2.32, 0.70, -0.46], [-1.48, 1.16, -1.49], [1.19, 1.55, 1.80], [1.35, -1.63, 3.22], [-1.19, -0.11, 2.41], [1.31, 1.89, -1.39]],
  "e_homo_ev": -10.42,
  "smiles": "O=C1OC[C@](Cl)(C[C@@H]2CO2)O1"
}


{
  "formula": "C6H7ClO6",
  "method": "ωB97M-V with the def2-TZVPD basis set",
  "symbols": ["C", "C", "C", "C", "C", "C", "O", "O", "O", "O", "O", "O", "Cl", "H", "H", "H", "H", "H", "H", "H"],
  "positions_angstrom": [[-0.20936, -1.08990, -0.36438], [-0.60989, -1.89821, 0.77175], [0.91838, -0.37465, 0.21509], [0.07550, -1.48413, 1.87461], [1.09347, 2.17055, -1.39207], [-0.34675, 2.14858, -0.81991], [0.99428, -0.59867, 1.54997], [-0.75404, -0.80166, -1.57339], [-1.62391, -2.71640, 0.65719], [0.08803, -2.04664, 3.12906], [2.02902, 1.72801, -0.58189], [-1.40040, 1.59806, -1.37007], [-0.59739, 3.24804, 0.45202], [1.06530, 1.83585, -2.44334], [1.21321, 3.26965, -1.37591], [-1.52801, -1.44248, -1.66776], [-1.74563, -3.15171, 1.44141], [0.76718, -1.69868, 3.74642], [1.65213, 0.41099, -0.26735], [-1.08111, 0.89341, -1.98143]],
  "atomic_forces_ev_per_a": [[4.47, 1.99, 4.79], [0.48, 2.29, -0.94], [-2.28, -0.42, -3.12], [-0.05, -1.37, 0.41], [-0.14, 0.66, 0.52], [-0.47, -0.47, -0.56], [0.81, 0.14, -0.20], [-1.81, -2.53, -0.58], [-1.71, -0.44, -2.76], [-0.09, 0.22, 0.01], [1.16, 0.40, -0.30], [1.34, 1.64, 0.79], [-0.50, -0.67, -0.11], [-0.11, -0.38, -0.09], [-0.45, 0.35, -0.74], [1.36, 1.17, -0.16], [-0.75, -1.95, 3.04], [-0.50, 0.03, -1.08], [-0.69, -0.44, 0.78], [-0.07, -0.23, 0.30]],
  "e_homo_ev": [-7.29, -7.29]
}


{
  "formula": "C6H7CuNaO6",
  "method": "ωB97M-V with the def2-TZVPD basis set",
  "symbols": ["Cu", "O", "O", "C", "C", "O", "C", "H", "H", "H", "H", "Na", "O", "O", "C", "C", "O", "C", "H", "H", "H"],
  "positions_angstrom": [[0.09654, 0.05538, -0.03734], [2.01023, 1.02115, -0.11264], [2.00452, 1.95371, -2.15190], [1.78620, 0.70562, -2.89625], [0.29401, 0.49473, -3.11763], [-0.22025, 0.15018, -1.90761], [2.02241, 1.97578, -0.86039], [2.30397, 0.86548, -3.84758], [2.16573, -0.15574, -2.33125], [0.19784, -0.21036, -3.97138], [-0.06737, 1.39527, -3.65796], [-1.96331, -1.01022, -1.53473], [-1.65482, -0.57611, 0.53988], [-1.27548, -1.17080, 2.24960], [-1.02522, -1.11050, 3.56934], [0.01210, -0.25638, 3.91910], [-3.40256, -1.30259, 2.04062], [-2.39582, -1.00674, 1.42651], [-1.68338, -1.73577, 4.17010], [-0.23661, 0.57100, 4.58864], [1.03127, -0.65310, 3.92287]],
  "atomic_forces_ev_per_a": [[0.78, 0.29, 1.05], [-0.01, 1.07, 0.01], [-0.04, 0.71, -0.09], [-0.17, -0.31, -0.79], [1.73, 0.53, -0.63], [-1.73, -0.20, -1.31], [0.15, -1.82, 0.01], [0.18, -0.04, 0.32], [0.19, 0.42, -0.10], [0.04, -0.67, 0.57], [-0.40, 0.29, 0.92], [-0.28, -0.02, -0.35], [-4.51, 1.84, -7.47], [5.12, -3.24, 5.81], [-0.96, 0.98, -1.71], [-0.13, -0.38, 1.07], [-1.52, 0.88, -3.35], [2.12, -1.30, 5.68], [-0.93, 1.09, 0.50], [0.34, -1.12, 1.27], [0.04, 0.98, -1.42]],
  "multiplicity": 2,
  "e_homo_ev": [-6.70, -6.70],
  "s2": 0.754
}


| no. | maximum force (eV Å⁻¹) |
| --- | --- |
| 1 | 2.08 |
| 2 | 7.75 |
| 3 | 2.71 |
| 4 | 4.13 |
| 5 | 4.89 |
| 6 | 4.91 |
| 7 | 6.49 |
| 8 | 10.08 |
| 9 | 6.84 |
| 10 | 8.92 |